# 1
Formula: C4H11NOS
Source: the Open Molecules 2025 dataset
Level of theory: ωB97M-V/def2-TZVPD

Summary:
E_LUMO: 0.73 eV
total charge: 0
gap between HOMO and LUMO: 9.785 eV
relative energy (zero: lowest compared OMol25 entry of this formula, charge and spin): 30.53 kcal per mole
structure (SMILES): C[C@@H](CS)NCO

Element x y z (Å)
C  -1.211  1.186  -1.555
C  -0.671  0.973  -0.126
C  -1.087  -0.407  0.407
S  -0.400  -1.848  -0.587
N  0.733  1.313  -0.005
C  1.439  1.085  1.208
O  1.732  -0.288  1.500
H  -0.375  0.920  -2.205
H  -2.102  0.593  -1.684
H  -1.386  2.245  -1.733
H  -1.223  1.604  0.588
H  -2.154  -0.527  0.242
H  -0.923  -0.596  1.462
H  -1.630  -2.358  -0.772
H  1.220  1.027  -0.844
H  0.774  1.522  1.965
H  2.367  1.651  1.283
H  1.855  -0.707  0.635

Cartesian forces, eV/Å:
1.52 0.57 1.04
-0.94 -0.31 1.25
-0.04 -1.07 -0.94
-0.45 0.54 0.50
0.27 0.06 -1.18
-0.67 0.24 0.42
-0.27 0.23 -0.20
-0.50 -0.41 -0.46
-0.13 -0.11 -0.45
-0.25 0.03 0.03
0.10 0.40 -0.25
-0.15 0.28 0.11
0.46 0.23 0.04
0.34 -0.16 -0.18
0.29 0.06 0.07
0.22 -0.59 0.37
0.10 0.10 -0.51
0.09 -0.09 0.36



# 2
Formula: C4H11NOS
Source: the Open Molecules 2025 dataset
Level of theory: ωB97M-V/def2-TZVPD

Summary:
E_LUMO: 0.91 eV
total charge: 0
gap between HOMO and LUMO: 9.891 eV
relative energy (zero: lowest compared OMol25 entry of this formula, charge and spin): 29.52 kcal per mole
structure (SMILES): OCNCCCS

Element x y z (Å)
O  2.221  -2.346  -0.357
C  0.973  -2.210  0.348
N  0.227  -1.106  -0.121
C  0.745  0.216  0.156
C  -0.132  1.352  -0.338
C  -1.591  1.213  0.100
S  -2.375  2.797  0.586
H  2.058  -2.779  -1.215
H  0.414  -3.138  0.211
H  1.321  -2.080  1.390
H  -0.776  -1.133  -0.147
H  0.885  0.360  1.244
H  1.745  0.308  -0.284
H  -0.101  1.435  -1.420
H  0.328  2.242  0.084
H  -1.645  0.600  1.012
H  -2.209  0.817  -0.700
H  -2.087  3.451  -0.549

Cartesian forces, eV/Å:
-0.22 -0.27 -0.34
0.82 -0.25 -0.08
-0.19 0.75 -0.82
0.49 -0.21 0.38
0.02 -0.23 0.10
0.08 0.60 0.39
0.12 -0.09 -0.01
-0.02 0.41 0.50
-0.26 0.16 0.35
-0.29 -0.17 -0.17
-0.02 -0.55 0.19
-0.03 -0.06 -0.03
-0.16 -0.02 0.02
0.12 0.02 -0.23
-0.21 0.27 -0.06
-0.22 0.08 -0.35
0.02 -0.43 0.16
-0.03 -0.01 0.01



# 3
Formula: C4H11NP2
Source: the Open Molecules 2025 dataset
Level of theory: ωB97M-V/def2-TZVPD

Summary:
E_LUMO: 0.97 eV
total charge: 0
gap between HOMO and LUMO: 9.314 eV
relative energy (zero: lowest compared OMol25 entry of this formula, charge and spin): 0.00 kcal per mole
structure (SMILES): C[C@H]1PCPN1C

Element x y z (Å)
C  1.773  -0.527  -0.671
C  0.284  -0.319  -0.835
P  -0.727  -1.844  0.108
C  -2.260  -0.801  0.267
P  -1.967  0.951  -0.400
N  -0.263  0.921  -0.377
C  0.358  1.538  0.783
H  2.073  -0.517  0.375
H  2.334  0.241  -1.201
H  2.029  -1.497  -1.089
H  -0.002  -0.447  -1.887
H  -0.190  -1.478  1.351
H  -3.079  -1.262  -0.290
H  -2.561  -0.744  1.319
H  -2.045  0.534  -1.744
H  -0.239  2.408  1.059
H  0.408  0.865  1.648
H  1.367  1.869  0.533

Cartesian forces, eV/Å:
-0.14 0.11 -0.02
-0.74 -1.59 0.42
0.43 1.48 -0.96
-0.06 0.00 0.12
0.06 -0.47 0.07
0.01 0.31 0.01
0.01 0.08 0.03
0.04 -0.01 0.06
0.10 0.07 -0.06
0.12 -0.04 -0.03
0.07 -0.02 0.17
0.15 -0.01 0.32
0.01 0.06 0.05
0.00 -0.01 -0.20
-0.21 0.03 -0.18
0.13 -0.02 0.04
0.04 0.01 0.04
-0.02 0.02 0.11



# 4
Formula: C4H11NS
Source: the Open Molecules 2025 dataset
Level of theory: ωB97M-V/def2-TZVPD

Summary:
E_LUMO: 0.89 eV
total charge: 0
gap between HOMO and LUMO: 9.769 eV
relative energy (zero: lowest compared OMol25 entry of this formula, charge and spin): 24.42 kcal per mole
structure (SMILES): CN[C@H](C)CS

Element x y z (Å)
C  -2.158  -0.381  0.922
N  -0.893  -0.884  0.335
C  0.337  -0.119  0.355
C  0.169  1.426  -0.011
C  1.326  -0.756  -0.568
S  2.951  0.055  -0.684
H  -2.081  0.716  0.899
H  -3.028  -0.669  0.338
H  -2.267  -0.778  1.925
H  -1.132  -0.984  -0.646
H  0.845  -0.178  1.318
H  0.860  1.953  0.653
H  0.626  1.605  -0.997
H  -0.868  1.734  -0.070
H  1.439  -1.777  -0.154
H  0.947  -0.973  -1.574
H  2.926  0.009  -2.042

Cartesian forces, eV/Å:
1.52 0.77 0.14
-0.93 -0.95 -1.07
-0.47 2.51 -0.06
1.38 -1.37 -0.41
0.09 -2.25 -0.07
-0.29 -0.19 -0.77
-0.67 -0.20 0.58
0.18 -0.22 -0.16
-0.12 0.25 0.25
0.32 -0.33 -0.10
-0.52 0.04 0.46
-0.81 0.54 0.16
-0.37 -0.16 0.09
0.09 0.39 0.48
0.38 0.35 -0.20
-0.09 0.60 0.07
0.32 0.21 0.58



# 5
Formula: C4H11NS
Source: the Open Molecules 2025 dataset
Level of theory: ωB97M-V/def2-TZVPD

Summary:
E_LUMO: 0.99 eV
total charge: 0
gap between HOMO and LUMO: 9.990 eV
relative energy (zero: lowest compared OMol25 entry of this formula, charge and spin): 28.59 kcal per mole
structure (SMILES): C[C@H](N)CCS

Element x y z (Å)
C  -1.331  -1.516  0.196
C  -0.766  -0.079  -0.075
N  -1.432  0.899  -0.925
C  0.685  -0.147  -0.621
C  1.673  0.785  0.234
S  2.578  -0.111  1.565
H  -1.537  -1.916  -0.775
H  -0.597  -1.928  0.906
H  -2.322  -1.351  0.647
H  -0.737  0.297  1.005
H  -2.145  1.566  -0.486
H  -2.046  0.437  -1.545
H  0.592  0.294  -1.647
H  1.059  -1.085  -0.637
H  1.068  1.616  0.523
H  2.401  1.177  -0.452
H  2.856  1.063  2.088

Cartesian forces, eV/Å:
-0.67 2.78 -0.18
1.13 0.07 2.56
-2.08 1.67 1.16
-0.68 4.07 0.67
-0.84 -1.64 -1.95
-0.97 0.30 -0.66
0.43 -1.34 -0.39
-0.59 -0.64 -0.70
0.34 -0.42 0.26
0.19 0.17 -1.45
1.68 -1.34 0.01
-0.45 -0.87 -1.30
0.52 -0.60 0.80
1.16 -3.15 -0.26
-0.18 0.47 0.92
0.53 0.12 -0.22
0.49 0.35 0.73



# 6
Formula: C4H11NS
Source: the Open Molecules 2025 dataset
Level of theory: ωB97M-V/def2-TZVPD

Summary:
E_LUMO: 0.84 eV
total charge: 0
gap between HOMO and LUMO: 8.993 eV
relative energy (zero: lowest compared OMol25 entry of this formula, charge and spin): 22.71 kcal per mole
structure (SMILES): C=CN.CSC

Element x y z (Å)
C  1.337  0.775  -3.792
C  0.593  1.519  -2.986
N  0.993  2.052  -1.784
H  2.358  0.497  -3.573
H  0.980  0.404  -4.733
H  -0.423  1.763  -3.286
H  1.877  1.794  -1.390
H  0.335  2.520  -1.194
C  -0.699  0.001  0.859
S  -0.319  -0.815  2.409
C  -1.316  -2.336  2.255
H  -0.315  -0.469  -0.044
H  -0.271  0.996  0.941
H  -1.772  0.080  0.716
H  -2.181  -2.106  1.627
H  -0.725  -3.113  1.797
H  -1.711  -2.591  3.235

Cartesian forces, eV/Å:
0.49 -0.35 -0.25
-0.21 0.05 -0.04
-0.09 0.15 -0.04
0.09 0.09 0.25
-0.36 0.05 -0.16
0.07 0.07 0.16
0.00 -0.02 0.04
0.00 -0.03 0.04
-0.16 0.02 -0.28
-0.11 -0.32 0.16
-0.26 0.92 -0.22
0.34 -0.20 0.14
-0.02 0.11 -0.07
-0.21 0.18 0.17
0.13 -0.09 0.01
0.01 -0.40 0.06
0.29 -0.22 0.03